No. 1
Here is C35H67BN6PdS4Sb as an isolated structure from the Open Molecules 2025 dataset. Energies are from wB97M-V/def2-TZVPD.

Structure (ORCA input):
```
! RIJCOSX wB97M-V def2-TZVPD def2/J DEFGRID3
* xyz -1 1
Pd -1.01209 0.28217 0.75022
C -0.01059 5.88118 1.67780
C 1.25878 5.05689 1.89410
C 2.42596 6.02677 2.07987
C 1.16719 4.17582 3.14174
N 1.51908 4.19993 0.71125
C 2.68493 4.24484 -0.04448
C 2.61704 3.24928 -0.94171
N 1.42473 2.58416 -0.76541
B 1.08038 1.18818 -1.36517
N 0.43291 1.39154 -2.75673
C 0.32001 2.61641 -3.38285
C -0.35267 2.44450 -4.53144
N -0.67940 1.09687 -4.62423
C -0.19331 0.44852 -3.51053
S -0.29773 -1.19218 -3.11875
C -1.37003 0.47764 -5.78089
C -2.66537 -0.19240 -5.32331
C -0.43023 -0.52370 -6.45461
C -1.72931 1.56311 -6.79432
N 2.38225 0.36785 -1.47158
C 2.90771 -0.17098 -2.62722
C 4.00835 -0.86752 -2.30640
N 4.17380 -0.77429 -0.92685
C 3.16186 0.00109 -0.41461
S 2.91920 0.48738 1.19095
C 5.26503 -1.42503 -0.16489
C 6.14634 -2.21818 -1.12821
C 4.67112 -2.39896 0.85371
C 6.12612 -0.35816 0.51292
C 0.74060 3.16467 0.25629
S -0.80687 2.73308 0.84644
H -0.17917 6.51711 2.54973
H -0.87438 5.23731 1.53413
H 0.10426 6.52124 0.79987
H 2.20793 6.65039 2.94687
H 2.55083 6.68390 1.21715
H 3.36261 5.50193 2.27296
H 1.01887 4.80843 4.02014
H 2.09281 3.61018 3.26531
H 0.34120 3.47280 3.06236
H 3.46484 4.95990 0.12560
H 3.34148 2.93014 -1.67098
H 0.30355 0.83010 -0.52661
H 0.70405 3.51820 -2.94278
H -0.64520 3.17036 -5.26392
H -2.45736 -0.97276 -4.59499
H -3.16908 -0.63215 -6.18704
H -3.32983 0.54894 -4.87401
H -0.14487 -1.30856 -5.75721
H 0.46977 -0.01215 -6.80430
H -0.92988 -0.97256 -7.31580
H -2.40049 2.30931 -6.36618
H -2.24524 1.08676 -7.62818
H -0.84279 2.06108 -7.19017
H 2.43313 -0.04284 -3.58201
H 4.66192 -1.43771 -2.93640
H 5.58464 -3.00439 -1.63511
H 6.93773 -2.69188 -0.54708
H 6.61728 -1.57482 -1.87338
H 4.05843 -3.14637 0.34513
H 4.05058 -1.87172 1.57409
H 5.48018 -2.91031 1.38088
H 6.56661 0.29861 -0.24123
H 6.93425 -0.83795 1.06920
H 5.52416 0.23841 1.19513
C -3.51133 -0.07974 -1.52914
S -3.99284 1.55468 -0.95662
C -5.59551 1.63515 -1.78268
H -3.38618 -0.09270 -2.61045
H -4.25074 -0.82559 -1.23044
H -2.54949 -0.31945 -1.06471
H -6.25733 0.83819 -1.43773
H -5.48403 1.55902 -2.86622
H -6.05490 2.59471 -1.54757
C -3.97809 -3.45282 3.19431
C -3.60155 -2.51209 2.05433
C -3.73480 -3.25201 0.72337
C -4.55760 -1.31725 2.03463
Sb -1.55954 -1.66191 2.10593
C -0.25451 -3.39864 1.70611
C 1.13740 -3.03561 2.22161
C -0.16428 -3.49751 0.18038
C -0.69034 -4.73868 2.28932
C -1.22730 -1.25693 4.24731
C -2.38243 -0.38127 4.73207
C -1.08679 -2.47224 5.15680
C 0.04900 -0.41147 4.30201
H -4.99357 -3.84006 3.02889
H -3.98016 -2.94712 4.16061
H -3.30727 -4.31055 3.26531
H -4.78468 -3.53222 0.56203
H -3.14349 -4.16813 0.69937
H -3.42244 -2.63004 -0.11884
H -5.57307 -1.66053 1.79303
H -4.26374 -0.56911 1.29396
H -4.60070 -0.81454 3.00222
H 1.45789 -2.05319 1.86022
H 1.86224 -3.77615 1.85691
H 1.19516 -3.03781 3.31190
H 0.16374 -2.55284 -0.26152
H -1.11857 -3.75801 -0.28085
H 0.56060 -4.27663 -0.09213
H -0.79661 -4.70862 3.37542
H 0.06295 -5.50307 2.05300
H -1.63709 -5.08062 1.86767
H -3.31802 -0.93532 4.82321
H -2.54677 0.46552 4.05965
H -2.14265 0.02276 5.72461
H -1.97804 -3.10252 5.14722
H -0.92943 -2.13766 6.19163
H -0.23235 -3.09351 4.88598
H -0.02036 0.45050 3.63270
H 0.93422 -0.97634 4.00589
H 0.20683 -0.04950 5.32703
*
```

Summary:
- Energy relative to the best compared isomer or geometry (same formula, charge and spin): 0.0 kcal per mole

Löwdin population analysis, charges in e, atoms 1 to 99:
1 Pd -0.098
2 C -0.055
3 C -0.559
4 C -0.067
5 C -0.046
6 N 0.000
7 C -0.059
8 C -0.085
9 N 0.006
10 B -0.665
11 N 0.056
12 C -0.041
13 C -0.056
14 N -0.002
15 C -0.712
16 S 0.639
17 C -0.559
18 C -0.057
19 C -0.052
20 C -0.065
21 N 0.054
22 C -0.079
23 C -0.056
24 N -0.006
25 C -0.680
26 S 0.646
27 C -0.561
28 C -0.067
29 C -0.053
30 C -0.055
31 C -0.655
32 S 0.619
33 H 0.082
34 H 0.026
35 H 0.086
36 H 0.084
37 H 0.082
38 H 0.084
39 H 0.083
40 H 0.089
41 H 0.031
42 H 0.101
43 H 0.126
44 H 0.014
45 H 0.116
46 H 0.100
47 H 0.026
48 H 0.084
49 H 0.081
50 H 0.029
51 H 0.086
52 H 0.082
53 H 0.085
54 H 0.085
55 H 0.082
56 H 0.104
57 H 0.100
58 H 0.085
59 H 0.084
60 H 0.082
61 H 0.087
62 H 0.027
63 H 0.084
64 H 0.086
65 H 0.082
66 H 0.023
67 C -0.455
68 S 0.710
69 C -0.452
70 H 0.001
71 H 0.026
72 H -0.032
73 H 0.026
74 H 0.021
75 H 0.019
76 C -0.121
77 C -0.695
78 C -0.136
79 C -0.140
80 Sb 1.536
81 C -0.695
82 C -0.143
83 C -0.147
84 C -0.121
85 C -0.701
86 C -0.141
87 C -0.119
88 C -0.147
89 H 0.079
90 H 0.054
91 H 0.059
92 H 0.082
93 H 0.054
94 H 0.056
95 H 0.081
96 H 0.037
97 H 0.060
98 H 0.037
99 H 0.077

---

No. 2
Here is an isolated ion of composition C7H12NOS and charge +1 from the Open Molecules 2025 dataset. Energies are from wB97M-V/def2-TZVPD.

Structure (ORCA input):
```
! RIJCOSX wB97M-V def2-TZVPD def2/J DEFGRID3
* xyz 1 1
C 0.89605 -2.30296 0.34049
C 1.61441 -0.20971 -0.36710
C 2.68833 0.76582 -0.58648
C -1.11159 0.25890 1.51553
C -1.24863 1.54274 -0.68013
C -0.47383 -0.78091 -0.69813
C -1.42096 0.17455 0.05595
N -0.19264 -1.97592 -0.14128
O 1.90725 -1.27680 0.18429
S -3.10500 -0.49700 -0.31244
H 1.49106 -2.98120 0.94904
H 2.74285 1.16110 -1.57965
H 2.46466 1.56837 0.18869
H 3.67338 0.39246 -0.23594
H -0.22268 0.67839 1.89745
H -0.99895 -0.82194 1.81909
H -1.77544 0.93899 2.01579
H -1.56565 1.57500 -1.70849
H -0.15728 1.87161 -0.71953
H -1.87411 2.35224 -0.26111
H -0.55603 -0.60037 -1.75093
H -2.77522 -1.83337 0.07490
*
```

Summary:
- Energy relative to the best compared isomer or geometry (same formula, charge and spin): 93.5 kcal per mole

List of Löwdin charges in e, atom by atom:
1 C 0.009
2 C -0.052
3 C 0.006
4 C -0.095
5 C -0.091
6 C -0.118
7 C -0.842
8 N 0.130
9 O 0.077
10 S 0.831
11 H 0.176
12 H 0.095
13 H 0.138
14 H 0.111
15 H 0.069
16 H 0.103
17 H 0.095
18 H 0.072
19 H 0.098
20 H 0.100
21 H 0.140
22 H -0.054

---

No. 3
Here is C33H23MnN6O4 as an isolated structure from the Open Molecules 2025 dataset. Energies are from wB97M-V/def2-TZVPD.

Structure (ORCA input):
```
! RIJCOSX wB97M-V def2-TZVPD def2/J DEFGRID3
* xyz -1 2
Mn 1.40858 0.46293 1.43244
O 1.96489 4.13830 -0.25582
C 1.88964 2.96073 0.09755
N 1.20403 2.38105 1.08148
C 0.38841 3.04990 2.00804
C -0.09349 4.34603 1.88392
C -0.91448 4.87400 2.87750
C -1.24543 4.11827 3.99019
C -0.76346 2.81939 4.13288
C 0.04882 2.27452 3.14719
N 0.59046 0.97929 3.14695
C 0.73079 0.20979 4.22705
O 0.37639 0.38443 5.39474
C 1.50395 -1.05122 3.86897
C 1.72565 -2.02316 4.83204
C 2.43015 -3.16046 4.48408
C 2.88851 -3.28963 3.18072
C 2.62412 -2.27317 2.28238
N 1.95493 -1.16923 2.60794
C 2.70621 1.91689 -0.66185
C 3.45644 2.29742 -1.76367
C 4.15943 1.33058 -2.45847
C 4.08673 0.01088 -2.03555
C 3.32269 -0.28392 -0.92105
N 2.65557 0.64192 -0.23566
H 0.18484 4.92788 1.01843
H -1.29366 5.88373 2.77330
H -1.88364 4.53510 4.76045
H -1.00261 2.22528 5.00176
H 1.32728 -1.84664 5.82052
H 2.61274 -3.94022 5.21314
H 3.43306 -4.16479 2.85419
H 2.94161 -2.35280 1.25083
H 3.44658 3.34186 -2.03913
H 4.74688 1.59761 -3.32834
H 4.60173 -0.78293 -2.55850
H 3.21485 -1.30337 -0.57362
O -0.61706 -2.35502 1.80090
C -0.66236 -1.75129 0.74705
N -1.48301 -2.12702 -0.30186
C -1.45823 -1.17548 -1.38010
C -0.32889 -0.23890 -0.85532
O 0.11046 0.69794 -1.50278
N 0.04882 -0.61879 0.38587
C -1.09771 -1.80959 -2.72510
C -1.29552 -3.17195 -2.92506
C -1.03018 -3.75861 -4.15435
C -0.55756 -2.98748 -5.20495
C -0.35607 -1.62844 -5.01244
C -0.62882 -1.03993 -3.78659
C -2.78217 -0.41985 -1.54883
C -2.81480 0.91302 -1.94602
C -4.02844 1.55970 -2.13167
C -5.22417 0.88653 -1.93584
C -5.19914 -0.44445 -1.54727
C -3.98680 -1.08910 -1.35619
H -2.21767 -2.78372 -0.11540
H -1.63863 -3.79181 -2.10739
H -1.18883 -4.82178 -4.28620
H -0.34570 -3.44218 -6.16488
H 0.01837 -1.01556 -5.82303
H -0.46182 0.01669 -3.63379
H -1.88364 1.44498 -2.08536
H -4.03389 2.60248 -2.42267
H -6.16896 1.39607 -2.07822
H -6.12420 -0.98397 -1.38698
H -3.99256 -2.12872 -1.05258
*
```

List of Löwdin charges in e, atom by atom:
1 Mn 0.682
2 O 0.016
3 C -0.464
4 N 0.025
5 C -0.186
6 C -0.027
7 C -0.120
8 C -0.120
9 C -0.027
10 C -0.187
11 N 0.026
12 C -0.460
13 O 0.013
14 C -0.159
15 C 0.003
16 C -0.062
17 C -0.065
18 C -0.115
19 N 0.039
20 C -0.163
21 C 0.002
22 C -0.063
23 C -0.064
24 C -0.111
25 N 0.040
26 H 0.093
27 H 0.086
28 H 0.087
29 H 0.093
30 H 0.114
31 H 0.101
32 H 0.097
33 H 0.094
34 H 0.114
35 H 0.102
36 H 0.098
37 H 0.096
38 O 0.052
39 C -0.529
40 N 0.129
41 C -0.265
42 C -0.407
43 O 0.044
44 N 0.101
45 C -0.120
46 C -0.033
47 C -0.095
48 C -0.110
49 C -0.083
50 C -0.016
51 C -0.116
52 C -0.010
53 C -0.075
54 C -0.104
55 C -0.092
56 C -0.031
57 H 0.127
58 H 0.104
59 H 0.095
60 H 0.093
61 H 0.098
62 H 0.108
63 H 0.108
64 H 0.101
65 H 0.095
66 H 0.096
67 H 0.105

---

No. 4
Here is C38H49DyN12Se2 as an isolated structure from the Open Molecules 2025 dataset. Energies are from wB97M-V/def2-TZVPD.

Structure (ORCA input):
```
! RIJCOSX wB97M-V def2-TZVPD def2/J DEFGRID3
* xyz 2 6
Dy 0.38896 -0.72511 0.76983
Se -2.23023 -2.72636 1.77994
Se -0.70545 -3.77390 3.22749
C 0.25537 -4.53072 1.73064
C 0.61643 -5.86993 1.77984
C 1.10208 -6.45505 0.62503
C 1.21642 -5.66899 -0.51419
C 0.88684 -4.32762 -0.43901
N 0.41435 -3.74938 0.66644
C -2.53881 -1.15185 2.83934
C -3.63733 -1.03140 3.67278
C -3.78816 0.15161 4.38050
C -2.84307 1.15075 4.21107
C -1.77505 0.92448 3.35766
N -1.61460 -0.20873 2.67832
H 0.48218 -6.43045 2.69485
H 1.35519 -7.50327 0.61247
H 1.54383 -6.08626 -1.45298
H 0.98243 -3.67849 -1.29763
H -4.34142 -1.84157 3.76920
H -4.62880 0.28885 5.04416
H -2.92708 2.08728 4.73971
H -1.00808 1.66575 3.20149
C 5.57227 -2.07255 0.82202
N 4.88958 -2.35116 -0.42670
C 5.67218 -3.12417 -1.37421
C 3.57245 -2.04471 -0.57902
N 2.74822 -1.85522 0.39742
N 3.17442 -1.92372 -1.90244
C 1.97203 -1.49781 -2.42775
N 2.02128 -1.26849 -3.76476
N 0.89767 -1.38980 -1.72742
H 6.62913 -1.91963 0.60563
H 5.48665 -2.89756 1.53561
H 5.18627 -1.15291 1.26162
H 6.45699 -2.51797 -1.83647
H 5.04300 -3.56432 -2.14425
H 6.15475 -3.94537 -0.83797
H 3.21183 -2.04000 1.28468
H 3.94427 -1.90127 -2.55794
H 2.85886 -1.35246 -4.31632
H 1.19913 -0.94470 -4.24441
H 0.12740 -1.04261 -2.30068
C -4.51459 2.86241 -3.45891
C -3.64076 3.91939 -2.85489
C -3.84099 5.26123 -3.14057
C -3.07235 6.24230 -2.53825
C -2.09157 5.88630 -1.62895
C -1.86637 4.55451 -1.33601
C -2.62298 3.56938 -1.96091
N -2.46113 2.20267 -1.65510
C -1.35240 1.57151 -1.16753
N -0.18518 2.10445 -1.57901
C 1.17518 1.99287 -1.19249
C 1.59091 1.13805 -0.15629
C 2.96690 1.22792 0.14036
C 3.83951 2.08704 -0.50393
C 3.38352 2.87291 -1.54688
C 2.05110 2.82309 -1.92078
C 1.58854 3.64558 -3.09441
N -1.46527 0.43671 -0.50604
C -2.77867 0.02554 -0.16876
C -3.63051 0.83424 0.59165
C -4.88704 0.39498 0.96491
C -5.31791 -0.86458 0.58217
C -4.50023 -1.66364 -0.19977
C -3.23875 -1.23030 -0.59990
C -2.40417 -2.06357 -1.52567
H -5.19448 3.29660 -4.18689
H -5.11608 2.38021 -2.68472
H -3.92388 2.09146 -3.95338
H -4.61605 5.54425 -3.83600
H -3.23990 7.28062 -2.77099
H -1.50363 6.63989 -1.12988
H -1.12471 4.27491 -0.60082
H -3.32590 1.68301 -1.57467
H -0.31829 2.87460 -2.22482
H 3.38100 0.59449 0.92329
H 4.87355 2.14721 -0.20429
H 4.06827 3.52384 -2.07373
H 2.45191 4.07082 -3.59963
H 0.94827 4.47705 -2.78956
H 1.05469 3.03072 -3.82123
H -3.29821 1.81726 0.89290
H -5.52902 1.03533 1.55277
H -6.29135 -1.21822 0.88127
H -4.86355 -2.62547 -0.53448
H -2.89746 -3.01090 -1.72687
H -1.41665 -2.26302 -1.09080
H -2.26640 -1.54930 -2.47829
N 1.42152 -1.17672 3.26665
C 2.33675 -0.24422 3.95474
C 1.68516 1.12935 4.09889
N 1.33817 1.63476 2.77143
H 0.61076 -1.30119 3.87924
H 1.88018 -2.08805 3.22622
H 3.25170 -0.14468 3.36166
H 2.61149 -0.60613 4.95398
H 2.37564 1.79065 4.64019
H 0.77153 1.03558 4.69560
H 2.19720 1.78311 2.24144
H 0.91862 2.55800 2.85312
*
```

Summary:
- Energy relative to the best compared isomer or geometry (same formula, charge and spin): 9.9 kcal per mole

Löwdin population analysis, charges in e, atoms 1 to 99:
1 Dy 1.538
2 Se 0.798
3 Se 0.754
4 C -0.672
5 C -0.087
6 C -0.032
7 C -0.032
8 C -0.146
9 N -0.057
10 C -0.640
11 C -0.067
12 C -0.022
13 C -0.017
14 C -0.135
15 N -0.038
16 H 0.111
17 H 0.122
18 H 0.113
19 H 0.081
20 H 0.120
21 H 0.125
22 H 0.119
23 H 0.089
24 C -0.035
25 N -0.154
26 C -0.036
27 C -0.416
28 N 0.064
29 N 0.169
30 C -0.489
31 N 0.184
32 N 0.046
33 H 0.103
34 H 0.102
35 H 0.084
36 H 0.104
37 H 0.090
38 H 0.103
39 H 0.048
40 H 0.139
41 H 0.115
42 H 0.118
43 H 0.060
44 C -0.032
45 C -0.209
46 C -0.026
47 C -0.064
48 C -0.072
49 C -0.039
50 C -0.200
51 N 0.137
52 C -0.351
53 N 0.137
54 C -0.225
55 C -0.256
56 C -0.205
57 C -0.087
58 C -0.046
59 C -0.214
60 C -0.034
61 N 0.019
62 C -0.308
63 C -0.053
64 C -0.070
65 C -0.067
66 C -0.074
67 C -0.311
68 C -0.058
69 H 0.087
70 H 0.086
71 H 0.086
72 H 0.119
73 H 0.111
74 H 0.109
75 H 0.115
76 H 0.125
77 H 0.104
78 H 0.059
79 H 0.103
80 H 0.116
81 H 0.086
82 H 0.086
83 H 0.088
84 H 0.126
85 H 0.118
86 H 0.115
87 H 0.123
88 H 0.093
89 H 0.017
90 H 0.092
91 N -0.079
92 C -0.236
93 C -0.252
94 N -0.007
95 H 0.033
96 H 0.059
97 H 0.107
98 H 0.126
99 H 0.125

---

Number 1: electronic energy -100364.3684 eV, molecular weight 939.22 g/mol, largest force on an atom 1.066 eV/A. Number 2: electronic energy -21815.4473 eV, molecular weight 158.25 g/mol, largest force on an atom 2.839 eV/A. Number 3: electronic energy -83051.0881 eV, molecular weight 622.52 g/mol, largest force on an atom 0.494 eV/A. Number 4: electronic energy -212851.0637 eV, molecular weight 994.31 g/mol, largest force on an atom 0.919 eV/A.